#1
The following is a DFT calculation (wB97M-V/def2-TZVPD) of a cluster of 2 separate species, C11H15NO in total.

Output
Charge: +1
Spin multiplicity: 2
Frontier orbital gap (alpha / beta): 8.6 / 5.3 eV
E_LUMO (alpha / beta): -4.021 / -7.264 eV

Geometry (Å):
C (-1.25, 2.46, -1.62)
C (0.71, 1.56, -0.26)
C (0.16, 2.57, -1.16)
C (2.09, 1.89, 0.00)
C (1.21, 3.56, -1.33)
C (0.10, 0.31, 0.21)
C (0.77, -0.60, 1.03)
C (2.14, -0.20, 1.30)
C (2.82, 0.96, 0.86)
N (2.32, 3.04, -0.65)
H (-0.93, 0.13, -0.01)
H (0.19, -1.25, 1.53)
H (2.67, -1.12, 1.82)
H (-1.74, 1.47, -1.13)
H (-1.26, 2.35, -2.68)
H (1.32, 4.45, -1.80)
H (3.10, 3.67, -0.52)
H (4.02, 1.08, 1.07)
H (-1.89, 3.27, -1.39)
C (-1.53, -2.94, 0.94)
C (-2.35, -3.28, -0.33)
O (-1.70, -4.06, 1.79)
H (-0.48, -2.83, 0.68)
H (-1.79, -2.20, 1.53)
H (-2.21, -2.41, -0.95)
H (-0.89, -4.41, 2.18)
H (-3.51, -3.27, -0.22)
H (-2.08, -4.18, -0.92)

---

#2
The following is a DFT calculation (wB97M-V/def2-TZVPD) of a cluster of 2 separate species, C11H15NO in total.

Output
Charge: +1
Spin multiplicity: 2
Frontier orbital gap (alpha / beta): 9.2 / 5.7 eV
E_LUMO (alpha / beta): -3.685 / -7.224 eV

Geometry (Å):
C (-1.94, 3.13, -1.90)
C (-0.85, 1.59, -0.03)
C (-0.79, 2.35, -1.28)
C (0.43, 0.89, 0.05)
C (0.41, 2.19, -1.84)
C (-1.64, 1.57, 1.08)
C (-1.26, 0.72, 2.15)
C (-0.01, 0.07, 2.22)
C (0.84, 0.08, 1.16)
N (1.19, 1.38, -0.90)
H (-2.60, 1.99, 1.16)
H (-1.97, 0.64, 2.94)
H (0.18, -0.53, 3.09)
H (-2.52, 3.54, -1.08)
H (-2.55, 2.39, -2.42)
H (1.03, 2.45, -2.67)
H (2.10, 1.02, -1.17)
H (1.79, -0.44, 1.09)
H (-1.57, 3.94, -2.52)
C (1.17, -3.37, 0.21)
C (1.87, -4.11, -0.92)
O (0.08, -4.18, 0.68)
H (1.81, -3.10, 1.04)
H (0.69, -2.46, -0.19)
H (2.58, -4.82, -0.51)
H (-0.77, -3.91, 0.37)
H (2.53, -3.40, -1.43)
H (1.16, -4.58, -1.58)

---

Most stable: #2 (next structure +1.974 eV)

---

#1
The following is a DFT calculation (wB97M-V/def2-TZVPD) of a cluster of 2 separate species, C7H11N2O2 in total.

Output
Charge: -1
Spin multiplicity: 1
Frontier orbital gap: 8.0 eV
E_LUMO: 3.554 eV

Geometry (Å):
C (0.17, 3.29, 0.99)
C (-1.23, 3.03, 0.74)
O (-1.45, 2.74, -0.44)
O (-2.15, 2.94, 1.61)
H (0.40, 4.17, 0.44)
H (0.97, 2.74, 0.39)
H (0.70, 3.36, 2.00)
C (1.03, -2.61, -0.49)
C (1.23, -2.80, 1.01)
C (0.10, -1.55, -0.82)
C (-0.16, -0.36, -0.06)
C (-1.43, -0.44, -1.89)
N (-0.64, -1.52, -2.01)
N (-1.10, 0.34, -0.76)
H (1.95, -2.31, -1.11)
H (0.87, -3.72, -1.04)
H (0.38, -3.49, 1.34)
H (0.43, 0.04, 0.79)
H (-2.16, -0.15, -2.67)
H (-1.34, 1.40, -0.64)
H (1.37, -1.75, 1.34)
H (2.09, -3.34, 1.28)

---

#2
The following is a DFT calculation (wB97M-V/def2-TZVPD) of a cluster of 2 separate species, C7H11N2O2 in total.

Output
Charge: -1
Spin multiplicity: 1
Frontier orbital gap: 6.6 eV
E_LUMO: 3.237 eV

Geometry (Å):
C (1.58, 1.33, -3.17)
C (1.95, 0.62, -1.85)
O (1.54, 1.19, -0.82)
O (2.58, -0.46, -1.92)
H (2.06, 2.30, -3.19)
H (0.50, 1.45, -3.22)
H (1.88, 0.76, -4.06)
C (-1.43, -0.15, -0.02)
C (-1.72, -1.57, -0.51)
C (-0.68, -0.11, 1.27)
C (-1.16, -0.13, 2.56)
C (1.04, -0.02, 2.56)
N (0.69, -0.07, 1.31)
N (-0.05, -0.06, 3.37)
H (-0.88, 0.43, -0.76)
H (-2.40, 0.34, 0.12)
H (-2.14, -2.13, 0.33)
H (-2.17, -0.13, 2.91)
H (2.07, 0.10, 2.87)
H (-0.04, -0.08, 4.38)
H (-0.79, -2.05, -0.81)
H (-2.44, -1.58, -1.34)

---

Most stable: #2 (next structure +0.616 eV)

---

#1
The following is a DFT calculation (wB97M-V/def2-TZVPD) of a cluster of 3 separate species, C2H9O2S in total.

Output
Charge: -1
Spin multiplicity: 1
Frontier orbital gap: 7.2 eV
E_LUMO: 4.135 eV

Geometry (Å):
C (-0.17, 1.85, -1.57)
C (0.64, 1.05, -0.53)
S (0.11, -0.67, -0.31)
H (-0.04, 1.52, -2.60)
H (-1.24, 1.76, -1.39)
H (0.09, 2.91, -1.47)
H (1.67, 1.07, -0.86)
H (0.64, 1.61, 0.42)
H (2.13, -2.50, 1.16)
H (1.00, -1.68, 1.69)
O (1.83, -2.13, 1.99)
H (-2.36, -2.04, 1.82)
H (-1.80, -1.04, 0.70)
O (-2.49, -1.69, 0.95)

---

#2
The following is a DFT calculation (wB97M-V/def2-TZVPD) of a cluster of 3 separate species, C2H9O2S in total.

Output
Charge: -1
Spin multiplicity: 1
Frontier orbital gap: 6.4 eV
E_LUMO: 3.642 eV

Geometry (Å):
C (0.39, -0.19, -1.52)
C (-0.52, 0.61, -0.54)
S (-0.72, -0.51, 0.88)
H (1.41, -0.44, -1.25)
H (-0.13, -1.13, -1.70)
H (0.50, 0.40, -2.45)
H (-0.11, 1.60, -0.32)
H (-1.47, 0.88, -1.01)
H (2.80, 2.60, 1.27)
H (1.56, 2.01, 0.76)
O (2.35, 2.46, 0.44)
H (-1.34, -2.69, 1.38)
H (-2.61, -2.46, 2.26)
O (-2.11, -3.15, 1.79)

---

Most stable: #1 (next structure +0.504 eV)

---

#1
The following is a DFT calculation (wB97M-V/def2-TZVPD) of a structure of composition C33H55BrCl2IN3O4SSbSi3Ti.

Output
Charge: +3
Spin multiplicity: 1
Frontier orbital gap: 6.5 eV
E_LUMO: -8.588 eV

Geometry (Å):
Ti (0.04, -0.24, -0.02)
C (0.57, -3.78, -2.79)
C (0.79, -4.01, -1.33)
N (1.34, -5.16, -0.96)
C (1.58, -5.38, 0.32)
C (1.33, -4.47, 1.35)
C (1.68, -4.94, 2.75)
O (1.97, -3.90, 3.68)
C (0.76, -3.25, 0.99)
C (0.57, -2.06, 1.88)
N (1.24, -0.90, 1.26)
C (2.66, -0.87, 1.34)
C (3.32, -1.11, 2.55)
C (4.70, -1.06, 2.63)
C (5.46, -0.77, 1.50)
C (4.83, -0.53, 0.29)
C (3.45, -0.59, 0.22)
I (2.54, -0.29, -1.63)
C (0.46, -3.06, -0.36)
O (-0.16, -1.90, -0.71)
H (-0.32, -4.31, -3.14)
H (1.41, -4.19, -3.34)
H (0.46, -2.73, -3.03)
H (2.03, -6.34, 0.56)
H (2.51, -5.64, 2.69)
H (0.84, -5.51, 3.16)
H (2.92, -3.90, 3.86)
H (0.92, -2.25, 2.89)
H (2.74, -1.33, 3.43)
H (5.19, -1.25, 3.57)
H (6.54, -0.74, 1.56)
H (5.42, -0.32, -0.59)
O (3.18, 5.18, 1.21)
C (2.45, 4.08, 1.04)
C (2.26, 3.11, 2.02)
C (1.51, 2.01, 1.71)
N (0.91, 1.80, 0.51)
C (1.08, 2.79, -0.39)
Br (0.18, 2.58, -2.03)
C (1.83, 3.92, -0.20)
H (3.59, 5.22, 2.08)
H (2.70, 3.20, 3.00)
H (1.36, 1.22, 2.44)
H (1.94, 4.67, -0.97)
C (-5.82, 0.82, 2.49)
Si (-6.64, -0.79, 2.70)
C (-7.04, -1.36, 4.37)
C (-6.94, -1.79, 1.22)
Sb (-1.57, -1.38, 2.05)
Si (-2.34, -3.75, 2.84)
C (-4.14, -3.62, 3.29)
C (-2.16, -4.90, 1.38)
C (-1.31, -4.15, 4.32)
Si (-1.25, -0.21, 4.36)
C (0.37, -0.76, 5.08)
C (-2.69, -0.75, 5.44)
C (-1.31, 1.65, 4.26)
H (-6.57, 1.62, 2.51)
H (-5.29, 0.87, 1.54)
H (-5.12, 1.01, 3.31)
H (-7.68, -0.63, 4.88)
H (-6.11, -1.41, 4.96)
H (-7.53, -2.33, 4.39)
H (-7.69, -2.57, 1.37)
H (-6.00, -2.27, 0.93)
H (-7.25, -1.15, 0.39)
H (-4.73, -3.20, 2.47)
H (-4.32, -3.05, 4.20)
H (-4.53, -4.63, 3.47)
H (-3.12, -5.37, 1.16)
H (-1.44, -5.69, 1.59)
H (-1.82, -4.39, 0.47)
H (-1.70, -3.66, 5.21)
H (-1.36, -5.23, 4.49)
H (-0.25, -3.88, 4.22)
H (0.45, -1.84, 5.19)
H (0.46, -0.31, 6.08)
H (1.22, -0.40, 4.50)
H (-3.10, -1.72, 5.17)
H (-3.49, -0.01, 5.41)
H (-2.36, -0.82, 6.48)
H (-0.64, 2.10, 3.52)
H (-1.03, 2.03, 5.25)
H (-2.32, 2.01, 4.04)
Cl (-2.34, 2.09, 1.03)
C (-2.47, 3.86, 0.76)
Cl (-1.24, 4.73, 1.65)
H (-3.45, 4.18, 1.11)
H (-2.34, 4.04, -0.30)
C (-3.88, -2.69, -2.91)
C (-2.64, -1.82, -2.73)
S (-2.92, -0.57, -1.48)
O (-1.57, 0.13, -1.26)
C (-3.86, 0.66, -2.40)
C (-3.21, 1.14, -3.69)
H (-3.68, -3.46, -3.65)
H (-4.74, -2.12, -3.28)
H (-4.17, -3.18, -1.98)
H (-2.33, -1.33, -3.65)
H (-1.80, -2.40, -2.34)
H (-3.97, 1.47, -1.68)
H (-4.84, 0.21, -2.57)
H (-2.14, 1.32, -3.54)
H (-3.67, 2.09, -3.98)
H (-3.34, 0.44, -4.51)

---

#2
The following is a DFT calculation (wB97M-V/def2-TZVPD) of a structure of composition C33H55BrCl2IN3O4SSbSi3Ti.

Output
Charge: +3
Spin multiplicity: 1
Frontier orbital gap (alpha / beta): 6.7 / 6.7 eV
E_LUMO (alpha / beta): -9.106 / -9.153 eV

Geometry (Å):
Ti (0.48, -0.50, 0.30)
C (-0.74, -4.86, -0.63)
C (0.72, -4.61, -0.40)
N (1.54, -5.63, -0.58)
C (2.85, -5.51, -0.31)
C (3.42, -4.37, 0.20)
C (4.90, -4.33, 0.52)
O (5.16, -3.90, 1.85)
C (2.57, -3.26, 0.37)
C (3.06, -2.07, 1.02)
N (2.46, -0.92, 1.17)
C (3.22, 0.00, 1.99)
C (4.61, 0.08, 1.93)
C (5.30, 0.94, 2.76)
C (4.63, 1.74, 3.67)
C (3.24, 1.69, 3.74)
C (2.57, 0.82, 2.90)
I (0.50, 0.68, 2.95)
C (1.23, -3.37, 0.03)
O (0.43, -2.29, 0.15)
H (-0.86, -5.63, -1.39)
H (-1.28, -3.97, -0.92)
H (-1.19, -5.24, 0.29)
H (3.45, -6.40, -0.49)
H (5.40, -3.62, -0.14)
H (5.34, -5.31, 0.32)
H (5.27, -4.66, 2.43)
H (4.02, -2.20, 1.51)
H (5.16, -0.53, 1.22)
H (6.38, 0.98, 2.70)
H (5.17, 2.41, 4.32)
H (2.70, 2.31, 4.44)
O (-4.16, -4.49, 3.02)
C (-3.27, -3.58, 2.64)
C (-2.23, -3.11, 3.44)
C (-1.38, -2.16, 2.92)
N (-1.48, -1.64, 1.69)
C (-2.46, -2.14, 0.94)
Br (-2.56, -1.53, -0.84)
C (-3.37, -3.09, 1.34)
H (-4.03, -4.79, 3.93)
H (-2.08, -3.47, 4.45)
H (-0.57, -1.79, 3.54)
H (-4.15, -3.45, 0.68)
C (0.61, 4.18, 2.18)
Si (-0.47, 4.20, 0.66)
C (-1.84, 5.41, 0.98)
C (0.49, 4.73, -0.86)
Sb (-1.50, 1.79, 0.14)
Si (-3.63, 1.66, 1.71)
C (-4.43, 3.34, 1.66)
C (-4.83, 0.39, 1.08)
C (-3.05, 1.28, 3.44)
Si (-2.37, 2.31, -2.28)
C (-2.99, 4.06, -2.22)
C (-0.90, 2.16, -3.43)
C (-3.78, 1.20, -2.79)
H (0.94, 5.21, 2.34)
H (1.50, 3.56, 2.09)
H (0.05, 3.88, 3.07)
H (-1.37, 6.40, 0.93)
H (-2.27, 5.32, 1.97)
H (-2.64, 5.41, 0.24)
H (0.16, 5.73, -1.16)
H (0.36, 4.07, -1.72)
H (1.56, 4.79, -0.64)
H (-4.55, 3.75, 0.66)
H (-3.91, 4.06, 2.28)
H (-5.43, 3.21, 2.09)
H (-4.94, 0.39, 0.00)
H (-5.81, 0.65, 1.51)
H (-4.59, -0.62, 1.42)
H (-2.38, 2.05, 3.83)
H (-2.58, 0.30, 3.53)
H (-3.94, 1.27, 4.09)
H (-2.20, 4.78, -2.03)
H (-3.79, 4.20, -1.49)
H (-3.42, 4.29, -3.21)
H (-0.33, 3.09, -3.45)
H (-1.26, 1.99, -4.45)
H (-0.23, 1.35, -3.16)
H (-4.65, 1.34, -2.15)
H (-3.56, 0.13, -2.85)
H (-4.07, 1.52, -3.80)
Cl (1.87, 1.89, -0.23)
C (3.62, 1.91, -0.65)
Cl (4.16, 0.44, -1.44)
H (4.18, 2.05, 0.27)
H (3.74, 2.75, -1.33)
C (2.88, -1.20, -4.84)
C (1.89, -0.41, -3.99)
S (1.37, -1.42, -2.60)
O (0.70, -0.37, -1.62)
C (0.00, -2.35, -3.31)
C (-1.09, -1.55, -3.98)
H (3.21, -0.57, -5.66)
H (2.43, -2.09, -5.28)
H (3.76, -1.49, -4.27)
H (1.01, -0.10, -4.54)
H (2.35, 0.46, -3.52)
H (-0.37, -2.95, -2.47)
H (0.51, -3.04, -3.99)
H (-1.46, -0.76, -3.32)
H (-1.92, -2.22, -4.21)
H (-0.77, -1.10, -4.91)

---

Most stable: #2 (next structure +1.155 eV)